## w
This record from OMol25 describes a molecular structure, C32H45N6O12SiTi. The level of theory is wB97M-V/def2-TZVPD.

```
97
C32H45N6O12SiTi, DFT wB97M-V/def2-TZVPD
Ti -1.9693 -0.5881 0.0092
O -3.5571 -1.3707 -3.5893
C -3.0578 -0.8703 -2.6115
O -2.5721 -1.4924 -1.5642
C -2.9987 0.6365 -2.4392
C -3.4831 1.6114 -3.2832
C -3.5017 2.9204 -2.8141
C -3.0928 3.2158 -1.5157
C -2.6283 2.1802 -0.7372
N -2.5558 0.9562 -1.2368
C -2.3027 2.1938 0.7469
O -2.2734 3.2284 1.3768
O -2.1169 0.9875 1.1980
H -3.8555 1.3394 -4.2617
H -3.8773 3.7130 -3.4495
H -3.1511 4.2117 -1.0964
O -5.7203 0.2354 1.7437
C -4.7015 -0.2925 1.3299
O -4.1785 -0.2520 0.1579
C -3.9152 -1.2181 2.2402
C -4.3288 -1.7120 3.4584
C -3.5582 -2.6958 4.0669
C -2.4162 -3.1770 3.4350
C -2.0604 -2.6112 2.2331
N -2.7877 -1.6435 1.6811
C -0.9170 -3.0302 1.3314
O -0.2089 -3.9718 1.6292
O -0.8666 -2.2872 0.2794
H -5.2477 -1.3375 3.8896
H -3.8619 -3.1067 5.0222
H -1.8117 -3.9765 3.8410
C 4.1823 -1.3494 -1.9529
C 3.1442 -1.6426 -0.8717
C 3.1501 -3.1165 -0.5017
C 3.4447 -0.7869 0.3571
O 1.8393 -1.3798 -1.3917
Si 0.8125 -0.1401 -1.5804
O -0.2830 0.0711 -0.4093
O -0.0579 -0.3533 -2.9620
C 0.2307 -1.0339 -4.1937
C -0.8522 -0.6056 -5.1729
C 1.5902 -0.6095 -4.7466
C 0.1651 -2.5411 -3.9577
O 1.7850 1.1838 -1.7523
C 1.4765 2.5765 -1.8345
C 0.3593 2.8175 -2.8486
C 2.7588 3.2543 -2.2955
C 1.0700 3.0939 -0.4568
H 5.1903 -1.4829 -1.5530
H 4.0698 -0.3180 -2.2980
H 4.0562 -2.0240 -2.8027
H 4.1203 -3.4049 -0.0857
H 2.9456 -3.7253 -1.3869
H 2.3674 -3.3154 0.2348
H 4.5093 -0.8343 0.5945
H 2.8959 -1.1433 1.2282
H 3.1805 0.2561 0.1569
H -0.8680 0.4862 -5.2546
H -1.8362 -0.9485 -4.8489
H -0.6418 -1.0289 -6.1588
H 1.5915 0.4630 -4.9658
H 1.8053 -1.1557 -5.6676
H 2.3780 -0.8102 -4.0251
H -0.8304 -2.8108 -3.5956
H 0.8919 -2.8329 -3.1983
H 0.3674 -3.0828 -4.8853
H 0.6411 2.4133 -3.8248
H 0.1673 3.8884 -2.9473
H -0.5622 2.3195 -2.5354
H 3.0670 2.8506 -3.2639
H 3.5573 3.0693 -1.5729
H 2.6093 4.3336 -2.3901
H 0.2945 2.4561 -0.0384
H 0.6895 4.1166 -0.5170
H 1.9243 3.0786 0.2273
C -0.5858 -0.1493 4.6821
N -0.2491 0.0299 3.2730
C 0.1630 1.4193 3.0594
N 1.3130 1.7844 3.9075
C 0.9417 1.5588 5.3056
N 0.5479 0.1669 5.5716
C 1.6732 -0.6986 5.1912
N 2.0688 -0.5314 3.7908
C 0.8890 -0.8359 2.9615
C 2.4193 0.8793 3.5822
H -0.8845 -1.1848 4.8529
H -1.4209 0.5086 4.9326
H -0.6738 2.0842 3.2721
H 0.4419 1.5389 2.0116
H 0.1079 2.2152 5.5613
H 1.7930 1.8083 5.9433
H 1.3838 -1.7400 5.3514
H 2.5268 -0.4663 5.8324
H 0.6226 -1.8801 3.1350
H 1.1280 -0.7030 1.9085
H 2.6945 1.0223 2.5361
H 3.2774 1.1247 4.2124
```

As for the LUMO energy: 0.076 hartree. Its spin multiplicity is 1. The frontier orbital gap is 0.305 Ha. The charge is -1.


## x
This record from OMol25 describes a molecular structure, C32H45N6O12SiTi. The level of theory is wB97M-V/def2-TZVPD.

```
97
C32H45N6O12SiTi, DFT wB97M-V/def2-TZVPD
Ti 0.3715 0.8143 0.3171
O 3.3298 3.0128 1.9207
C 2.6651 2.1854 1.3489
O 1.3817 2.2656 1.0626
C 3.2401 0.8507 0.9328
C 4.5198 0.3783 1.1344
C 4.7635 -0.9604 0.8488
C 3.7345 -1.7969 0.4228
C 2.4846 -1.2431 0.2533
N 2.3025 0.0494 0.4673
C 1.1776 -1.9582 -0.0208
O 1.1461 -3.1396 -0.2844
O 0.1604 -1.1511 0.1075
H 5.2797 1.0389 1.5289
H 5.7561 -1.3668 0.9987
H 3.8748 -2.8556 0.2524
O -0.1501 -1.4672 3.8302
C -0.2071 -0.6285 2.9470
O 0.7409 0.0280 2.3848
C -1.5578 -0.1746 2.4382
C -2.7828 -0.4679 3.0001
C -3.9049 0.1887 2.5106
C -3.7763 1.1346 1.4991
C -2.5210 1.3462 0.9760
N -1.4645 0.6791 1.4265
C -2.1357 2.3732 -0.0607
O -2.9620 3.1414 -0.5127
O -0.8737 2.3077 -0.3305
H -2.8241 -1.1751 3.8172
H -4.8789 -0.0131 2.9400
H -4.6093 1.7102 1.1198
C 0.7550 3.7264 -5.4939
C -0.1696 3.1533 -4.4254
C -1.2459 4.1548 -4.0440
C -0.8000 1.8607 -4.9353
O 0.5907 2.9367 -3.2334
Si 1.5248 1.7953 -2.5627
O 0.7944 0.8094 -1.5022
O 2.7679 2.5019 -1.7502
C 3.4537 3.7456 -1.9443
C 4.7619 3.6220 -1.1785
C 3.7584 3.9545 -3.4240
C 2.6037 4.8760 -1.3775
O 2.1354 0.9543 -3.8387
C 2.9118 -0.2393 -3.8885
C 4.0776 -0.1459 -2.9098
C 3.4261 -0.3334 -5.3164
C 2.0183 -1.4305 -3.5571
H 0.2098 3.8616 -6.4307
H 1.5918 3.0464 -5.6707
H 1.1467 4.6968 -5.1811
H -1.8828 4.3781 -4.9047
H -0.7859 5.0820 -3.6940
H -1.8611 3.7546 -3.2353
H -1.1821 2.0092 -5.9477
H -1.6384 1.5588 -4.3119
H -0.0563 1.0603 -4.9649
H 5.3110 2.7424 -1.5270
H 4.5896 3.5293 -0.1060
H 5.3777 4.5079 -1.3559
H 4.4094 3.1575 -3.7939
H 4.2647 4.9118 -3.5671
H 2.8462 3.9539 -4.0174
H 2.4217 4.7037 -0.3145
H 1.6391 4.9209 -1.8852
H 3.1181 5.8328 -1.4982
H 4.6888 0.7329 -3.1286
H 4.7000 -1.0406 -2.9847
H 3.7230 -0.0539 -1.8809
H 4.0314 0.5442 -5.5559
H 2.5861 -0.3749 -6.0128
H 4.0364 -1.2306 -5.4486
H 1.4905 -1.2591 -2.6174
H 2.6061 -2.3463 -3.4608
H 1.2704 -1.5787 -4.3413
C -3.6580 -1.6852 -0.9790
N -2.4107 -1.0359 -1.3698
C -1.5832 -1.9993 -2.0957
N -2.2747 -2.5236 -3.2867
C -3.5316 -3.1360 -2.8514
N -4.4099 -2.1955 -2.1400
C -4.6735 -1.0622 -3.0371
N -3.4487 -0.3905 -3.4782
C -2.7384 0.0650 -2.2718
C -2.6042 -1.3860 -4.1503
H -4.2835 -0.9695 -0.4408
H -3.4275 -2.5228 -0.3170
H -1.3143 -2.8203 -1.4307
H -0.6664 -1.4980 -2.4079
H -3.3039 -3.9737 -2.1896
H -4.0635 -3.5149 -3.7275
H -5.3004 -0.3371 -2.5131
H -5.2157 -1.4263 -3.9132
H -3.3712 0.7915 -1.7557
H -1.8062 0.5507 -2.5526
H -1.6768 -0.9045 -4.4653
H -3.1301 -1.7519 -5.0355
```

As for the LUMO energy: 0.076 hartree. Its spin multiplicity is 1. The frontier orbital gap is 0.305 Ha. The charge is -1.


Taking the most stable structure as the zero point, the relative energies in kJ/mol are w 8.5; x 0.0.